Computed, not measured: a molecular structure, C24H43ClIrNO3PSi3, with ωB97M-V/def2-TZVPD.

As for the charge: +1. For the energy above the lowest of the compared OMol25 structures with the same formula, charge and spin, the calculation gives 16.3 kJ/mol. Its largest force on an atom is 0.00835 hartree/bohr. For the lowest unoccupied orbital energy, the calculation gives -3.767 eV. As for the HOMO energy: -11.0 eV. As for the HOMO-LUMO gap: 0.2650 hartree.

Element x y z (Å)
Ir -0.6462 -0.1253 0.4958
C 2.0248 2.3941 -0.4033
Si 2.3811 0.5784 -0.7693
C 3.3203 -0.2082 0.6536
C 3.6417 0.5337 -2.1637
C 0.7354 -0.2785 -1.1706
Si 0.9129 -2.1297 -1.5579
C 1.7469 -2.4171 -3.2134
C 1.8631 -3.0278 -0.2112
C -0.7529 -3.0149 -1.6724
Si -0.1284 0.6460 -2.5261
C 0.8379 1.5536 -3.8450
C -1.4584 -0.2856 -3.4718
C -1.1520 1.9113 -1.5379
C -1.6564 3.1029 -2.0437
C -2.4897 3.9030 -1.2860
C -2.8359 3.4735 -0.0138
C -2.3197 2.2878 0.4558
N -1.4772 1.5307 -0.2759
H 2.9197 2.8644 0.0119
H 1.2167 2.5241 0.3197
H 1.7566 2.9532 -1.3016
H 3.8009 0.5624 1.2581
H 4.1127 -0.8416 0.2507
H 2.7167 -0.8216 1.3178
H 4.5141 1.1052 -1.8331
H 3.3127 0.9576 -3.1099
H 3.9858 -0.4846 -2.3473
H 2.7292 -1.9547 -3.2880
H 1.1368 -2.0375 -4.0366
H 1.8700 -3.4911 -3.3752
H 2.9156 -2.7495 -0.1744
H 1.8096 -4.1016 -0.4074
H 1.4505 -2.8575 0.7884
H -1.1999 -2.9118 -2.6608
H -1.4915 -2.6662 -0.9469
H -0.6000 -4.0838 -1.5007
H 1.4522 0.8361 -4.3929
H 1.4950 2.3368 -3.4707
H 0.1501 1.9978 -4.5687
H -1.0222 -0.9377 -4.2307
H -2.0896 0.4391 -3.9931
H -2.0961 -0.8965 -2.8359
H -1.3821 3.3907 -3.0500
H -2.8765 4.8336 -1.6788
H -3.5037 4.0420 0.6173
H -2.5914 1.9136 1.4286
C -2.0580 -3.5050 1.6245
O -2.5063 -2.2557 2.1843
P -2.5973 -0.9110 1.3591
O -3.5624 -1.3514 0.1781
C -4.1177 -0.4690 -0.8054
O -3.6050 -0.0665 2.2535
C -3.5538 0.1712 3.6721
H -2.1812 -4.2457 2.4084
H -1.0087 -3.4462 1.3356
H -2.6718 -3.7665 0.7654
H -4.4995 -1.0983 -1.6040
H -3.3640 0.2055 -1.2076
H -4.9338 0.0997 -0.3616
H -4.5625 0.4451 3.9671
H -2.8745 0.9882 3.9064
H -3.2522 -0.7353 4.1942
Cl 0.5098 -1.9196 3.2510
C 1.4633 -0.4745 3.4563
C 2.6858 -0.5615 4.0942
C 3.4662 0.5792 4.2025
C 3.0235 1.7767 3.6597
C 1.7968 1.8345 3.0186
C 0.9753 0.7107 2.9187
C -0.4083 0.8328 2.3768
H 3.0199 -1.5098 4.4912
H 4.4228 0.5252 4.7040
H 3.6318 2.6674 3.7409
H 1.4451 2.7778 2.6207
H -1.0984 0.4616 3.1292
H -0.6244 1.8916 2.2335

Atomic forces in eV per Å
Ir 0.1294 0.1530 0.3795
C 0.0226 -0.0154 0.0458
Si -0.0050 0.0081 -0.0300
C -0.0323 -0.0124 -0.0057
C -0.0678 0.0324 -0.0255
C -0.1118 -0.1231 0.0660
Si 0.0218 0.0352 0.0272
C -0.0181 0.0079 0.0210
C -0.0158 -0.0017 -0.0072
C -0.0106 0.0233 0.0034
Si -0.0120 -0.0706 -0.0400
C -0.0110 0.0235 0.0376
C 0.0136 0.0012 0.0374
C 0.0553 -0.0510 0.0255
C -0.0059 0.0228 -0.0242
C 0.0045 -0.0085 -0.0143
C -0.0107 -0.0136 0.0239
C 0.0299 0.0095 -0.0063
N -0.0260 0.0846 -0.0960
H 0.0017 0.0126 0.0013
H 0.0050 -0.0063 0.0033
H -0.0134 0.0002 -0.0329
H 0.0025 0.0204 0.0050
H 0.0031 -0.0120 -0.0021
H 0.0124 0.0228 -0.0234
H 0.0005 0.0084 0.0188
H 0.0052 -0.0034 -0.0045
H 0.0210 -0.0214 0.0053
H 0.0381 0.0015 0.0067
H -0.0041 0.0155 -0.0055
H -0.0084 -0.0060 0.0004
H 0.0081 -0.0047 -0.0159
H 0.0012 -0.0124 -0.0015
H 0.0103 -0.0060 -0.0428
H 0.0046 -0.0014 -0.0266
H 0.0028 0.0123 -0.0322
H 0.0088 -0.0049 0.0145
H -0.0005 -0.0089 -0.0234
H 0.0121 0.0080 0.0061
H -0.0233 0.0077 0.0112
H 0.0171 -0.0208 0.0014
H 0.0105 0.0049 -0.0166
H -0.0280 -0.0016 0.0238
H 0.0081 0.0053 -0.0039
H 0.0035 0.0057 -0.0040
H -0.0024 -0.0011 -0.0009
H 0.0040 0.0042 0.0091
C -0.0172 -0.0244 0.0559
O 0.0754 0.0552 0.0283
P -0.0896 -0.0528 -0.0012
O 0.1419 -0.0327 -0.0978
C -0.0901 0.0122 0.0334
O 0.2071 0.2790 -0.0697
C -0.0927 -0.1515 0.0554
H 0.0143 0.0064 0.0026
H 0.0117 0.0102 -0.0139
H 0.0013 -0.0050 0.0044
H -0.0104 0.0031 0.0097
H -0.0016 -0.0219 -0.0112
H 0.0070 0.0130 -0.0025
H -0.0029 -0.0280 0.0096
H -0.0297 0.0150 -0.0269
H 0.0234 0.0173 -0.0018
Cl -0.0847 -0.0093 -0.0588
C 0.0711 -0.0316 -0.0519
C -0.0541 -0.0355 0.0148
C 0.0222 -0.0007 0.0073
C -0.0092 -0.0064 -0.0202
C 0.0029 0.0023 0.1353
C -0.0109 0.1294 -0.0855
C -0.2263 -0.2354 -0.1448
H 0.0074 -0.0001 0.0043
H 0.0005 0.0056 0.0034
H 0.0032 0.0029 -0.0051
H -0.0055 0.0085 -0.0147
H 0.0661 -0.0332 0.0591
H 0.0184 -0.0152 -0.1064